1.
# H6O3

A 3-piece molecular cluster, H6O3 overall (wB97M-V/def2-TZVPD, OMol25).

Last column: Mulliken charge in e.
Cartesian coordinates (Å):
O -0.489 -0.590 -0.508  -0.65
H -0.599 0.019 0.223  0.38
H -1.188 -1.233 -0.391  0.36
O 1.800 -1.054 -1.896  -0.01
H 2.224 -1.451 -1.135  0.45
H 0.951 -0.757 -1.570  0.48
O -1.144 1.536 1.495  -0.70
H -0.714 2.390 1.469  0.34
H -0.842 1.139 2.312  0.35

<S²>: 0.754
LUMO energy (alpha / beta): -4.290 / -11.962 eV
multiplicity: 2
net charge: +1

2.
# C20H31BNO2Sc

C20H31BNO2Sc as an isolated structure (wB97M-V/def2-TZVPD, OMol25).

Last column: Mulliken charge in e.
Cartesian coordinates (Å):
O -0.216 0.225 -2.555  0.27
C 0.878 -0.005 -3.589  -0.26
C 0.344 1.129 -4.445  -0.07
H 0.719 -1.019 -3.968  0.01
H 1.875 0.110 -3.143  0.28
C -0.874 1.180 -3.481  1.20
H 0.022 0.826 -5.435  -0.38
H 0.941 2.066 -4.476  0.38
C -2.058 0.455 -4.092  -1.32
H -1.759 -0.587 -4.296  0.30
H -2.331 0.935 -5.044  0.40
H -2.939 0.452 -3.437  0.35
C -1.114 2.553 -2.888  -1.82
H -0.158 3.036 -2.655  0.39
H -1.730 2.548 -1.982  0.23
H -1.628 3.173 -3.634  0.47
Sc 0.264 -0.445 -0.636  0.34
C 1.077 1.203 0.987  -0.72
C 2.155 0.284 0.817  -0.61
C 2.684 0.466 -0.500  -0.85
H 2.544 -0.385 1.584  0.57
C 1.936 1.502 -1.132  -0.43
C 0.938 1.957 -0.222  -0.29
H 0.263 2.791 -0.384  0.50
H 0.534 1.383 1.918  0.57
H 3.545 -0.045 -0.930  0.43
H 2.173 1.959 -2.098  0.71
C -1.381 -0.740 1.129  -0.54
C -1.730 0.476 0.453  -1.06
C -2.262 0.130 -0.821  -0.23
H -1.683 1.489 0.848  0.60
C -2.201 -1.290 -0.962  -0.63
C -1.699 -1.830 0.257  -0.74
H -1.625 -2.888 0.501  0.55
H -1.005 -0.820 2.150  0.51
H -2.758 0.830 -1.485  0.99
H -2.520 -1.859 -1.839  0.43
O 0.215 -1.422 -5.966  -0.23
C -0.033 -0.521 -7.077  -0.35
C 0.468 -1.118 -8.396  -0.57
H 0.567 0.402 -6.938  0.34
H -1.099 -0.212 -7.118  0.36
C 1.424 -2.244 -7.928  -0.49
H 1.023 -0.352 -8.960  0.28
H -0.382 -1.506 -8.964  0.27
C 1.226 -2.340 -6.397  -0.53
H 2.460 -1.957 -8.110  0.25
H 1.190 -3.193 -8.424  0.29
H 2.147 -2.042 -5.855  0.27
H 0.981 -3.362 -6.066  0.33
B 2.109 -4.340 1.099  0.24
C 1.544 -3.229 0.259  0.24
N 1.118 -2.354 -0.394  -0.86
H 2.261 -5.308 0.379  -0.13
H 1.313 -4.548 1.995  -0.12
H 3.150 -3.920 1.572  -0.12

LUMO energy: 0.222 eV
multiplicity: 1
net charge: 0

3.
# C10H21NO4

A 2-piece molecular cluster, C10H21NO4 overall (wB97M-V/def2-TZVPD, OMol25).

Last column: Mulliken charge in e.
Cartesian coordinates (Å):
C -1.436 -2.036 0.607  -0.99
C -2.178 -1.995 -0.744  -0.46
C -1.300 -2.333 -1.939  -0.58
O -0.757 -1.198 -2.597  -0.37
C 0.602 -0.911 -2.358  -0.97
C 0.848 0.449 -1.658  0.54
C 1.546 0.309 -0.284  -1.23
C 0.753 0.797 0.906  -0.28
N 0.144 2.157 0.723  0.05
C -0.262 2.502 -0.685  -1.03
C -0.438 1.273 -1.554  -0.41
H -0.361 -1.940 0.440  0.20
H -1.579 -2.977 1.132  0.46
H -1.741 -1.231 1.270  0.25
H -2.621 -1.009 -0.879  0.27
H -3.003 -2.706 -0.709  0.43
H -1.915 -2.844 -2.680  0.34
H -0.524 -3.042 -1.641  0.35
H 1.084 -0.851 -3.337  0.32
H 1.103 -1.713 -1.818  0.42
H 1.518 1.023 -2.299  0.52
H 2.540 0.756 -0.284  0.36
H 1.707 -0.750 -0.084  0.36
H -0.018 0.115 1.244  -0.01
H 1.417 0.895 1.757  0.40
H -0.695 2.168 1.300  0.39
H 0.747 2.873 1.125  0.42
H -1.219 3.014 -0.615  0.44
H 0.438 3.226 -1.094  0.34
H -1.283 0.686 -1.205  -0.07
H -0.669 1.651 -2.548  0.53
C 1.311 0.321 4.143  0.65
O 2.068 0.078 5.085  -0.71
O 1.519 1.630 3.560  -0.54
O 0.421 -0.339 3.592  -0.67
H 2.233 1.951 4.125  0.27

LUMO energy: -0.273 eV
multiplicity: 1
net charge: 0

4.
# C34H35N5O12Sr

C34H35N5O12Sr as an isolated structure (wB97M-V/def2-TZVPD, OMol25).

Last column: Mulliken charge in e.
Cartesian coordinates (Å):
Sr -0.900 0.701 -0.665  2.55
C 2.022 -1.869 1.366  -0.74
C 2.441 -0.477 0.849  -0.52
O 1.406 0.192 0.207  -0.19
H 1.743 -2.505 0.527  0.10
H 1.135 -1.722 1.991  0.00
H 2.813 -2.250 2.015  0.44
H 3.182 -0.704 0.065  0.19
H 2.862 0.103 1.682  0.10
C -5.375 -0.290 -2.578  -1.27
C -3.868 -0.530 -2.783  -0.15
O -3.131 0.208 -1.880  -0.75
H -5.724 0.726 -2.761  0.30
H -5.637 -0.661 -1.586  0.26
H -5.898 -0.825 -3.386  0.39
H -3.689 -0.119 -3.793  0.29
H -3.659 -1.611 -2.722  -0.11
C -3.250 -5.221 -0.575  -0.57
C -2.625 -5.566 0.616  -0.72
C -2.294 -4.540 1.510  -0.52
C -2.629 -3.248 1.209  0.28
C -3.457 -2.947 0.138  0.02
C -3.715 -3.911 -0.824  -0.54
N -2.055 -2.191 2.051  0.65
O -2.062 -2.305 3.257  -0.59
O -1.713 -1.190 1.453  0.00
H -3.562 -6.041 -1.211  0.44
H -2.507 -6.600 0.903  0.42
H -1.634 -4.849 2.310  0.40
H -3.803 -1.929 -0.009  0.18
H -4.239 -3.641 -1.728  0.50
C 5.124 1.860 -2.671  -0.29
C 4.651 1.316 -3.874  -0.68
C 3.284 1.350 -4.093  -0.34
C 2.389 1.844 -3.157  -0.27
C 2.865 2.209 -1.911  0.56
C 4.227 2.256 -1.671  -0.42
N 0.971 1.908 -3.474  1.08
O 0.187 2.088 -2.551  -0.77
O 0.640 1.841 -4.618  -0.58
H 6.143 1.686 -2.350  0.35
H 5.208 0.694 -4.560  0.39
H 2.917 0.973 -5.040  0.48
H 2.222 2.366 -1.054  0.01
H 4.603 2.314 -0.659  0.31
C 2.275 -4.669 -4.212  -0.70
C 2.710 -3.403 -3.835  -0.59
C 1.917 -2.477 -3.160  -0.51
C 0.650 -2.996 -2.835  0.51
C 0.139 -4.194 -3.263  -0.48
C 0.987 -5.063 -3.952  -0.41
N -0.262 -2.110 -2.090  0.83
O -0.315 -0.930 -2.455  -0.64
O -0.837 -2.504 -1.112  -0.21
H 2.845 -5.313 -4.870  0.36
H 3.709 -3.086 -4.112  0.39
H 2.217 -1.499 -2.817  0.52
H -0.893 -4.501 -3.168  0.42
H 0.617 -5.933 -4.477  0.36
C 3.175 4.555 3.674  -0.73
C 3.195 3.497 2.743  -0.52
C 2.284 3.344 1.724  0.60
C 1.217 4.253 1.754  0.19
C 1.161 5.318 2.653  -0.73
C 2.122 5.448 3.639  -0.41
N 0.029 4.037 0.868  0.62
O 0.123 3.062 0.146  -0.16
O -0.932 4.762 0.982  -0.60
H 3.993 4.622 4.376  0.43
H 4.099 2.905 2.831  0.39
H 2.407 2.635 0.918  -0.11
H 0.392 6.077 2.678  0.46
H 2.095 6.290 4.319  0.43
C -1.071 2.127 5.891  -0.60
C -2.432 2.439 5.801  -0.50
C -3.040 2.317 4.569  -0.50
C -2.314 1.946 3.450  0.09
C -0.977 1.583 3.588  0.05
C -0.292 1.846 4.773  -0.67
N -3.013 1.953 2.153  0.56
O -2.297 1.757 1.189  -0.51
O -4.182 2.180 2.096  -0.58
H -0.518 2.422 6.779  0.33
H -2.954 2.691 6.711  0.40
H -4.060 2.667 4.460  0.46
H -0.354 1.265 2.758  0.61
H 0.778 1.784 4.868  0.46

LUMO energy: -0.799 eV
multiplicity: 1
net charge: 0

Looking at largest force on an atom for the records above, in order, we have 0.068, 0.049, 0.017, 0.045 hartree/bohr.
Looking at relative energy (zero: lowest compared OMol25 entry of this formula, charge and spin) for the records above, in order, we have 30.8, 0.0, 23.1, 121.4 kJ/mol.